[1]
12 unconnected molecules or ions with the total composition C23H48Cl6F15N4O11S at a distorted geometry, computed with ωB97M-V with the def2-TZVPD basis set.

```
108
Properties=species:S:1:pos:R:3:forces:R:3:mulliken_charge:R:1
N -2.08391 4.56644 2.13309 -0.4 1.7 -0.6 -0.1778
H -1.67812 3.68886 1.84105 0.6 -1.5 0.2 0.2745
H -2.42573 4.61380 3.08231 -0.1 -0.2 0.4 0.3895
H -2.80079 4.77420 1.45265 -1.0 -0.1 0.1 0.4008
H -1.42673 5.31198 1.95309 0.6 0.3 0.6 0.3799
N -0.16161 4.83238 -1.11151 -0.3 1.1 -0.3 -0.0240
H 0.43864 4.40940 -1.80497 1.9 -1.8 -1.0 -0.3358
H 0.20018 5.00600 -0.18465 0.6 -0.2 1.1 0.1280
H -1.01416 4.29508 -1.17916 -1.2 -0.1 0.3 0.1275
H -0.16848 5.69629 -1.63468 -1.1 1.3 0.0 0.6279
N -1.33298 2.46413 -3.44443 -0.4 -0.4 -0.2 0.0891
H -1.64094 1.93411 -4.24713 0.0 -0.2 -0.6 0.4206
H -1.17972 1.84101 -2.66448 0.0 -1.2 0.9 0.1736
H -2.05203 3.09004 -3.11079 -0.2 0.6 -0.3 0.2983
H -0.42568 2.89442 -3.55284 0.4 0.8 -0.6 0.2801
N 2.57619 3.03341 -1.53646 0.5 1.6 0.0 0.0948
H 1.90072 2.61506 -0.91291 -0.8 -1.3 0.3 0.3345
H 2.14941 3.37169 -2.38706 -0.5 0.1 -0.5 0.3904
H 3.37095 2.45940 -1.77931 1.0 -1.1 0.1 0.2575
H 2.90624 3.84518 -1.03426 0.5 0.5 0.1 0.4745
C -0.63967 -0.33683 1.07374 0.4 0.1 -0.6 -0.0334
F 0.21006 -0.41001 2.08272 -0.2 0.7 0.2 -0.0345
F -0.22071 -1.24108 0.18545 -0.5 0.6 -0.2 -0.0885
F -1.86811 -0.63043 1.49833 0.6 0.5 -0.4 -0.0016
S -0.55160 1.43743 0.20128 0.8 -1.1 -0.9 -0.4422
O -1.13827 2.36426 1.16299 0.0 -0.4 -0.4 -0.5010
O 0.88032 1.71022 -0.03502 -1.1 -0.4 0.8 -0.5817
O -1.26068 1.30747 -1.08577 0.0 0.0 1.8 -0.6707
C 3.40319 1.43671 -6.38061 -1.0 -0.3 -0.1 -1.3694
C 2.53272 1.38240 -5.10598 -0.3 1.0 -1.5 0.1725
O 2.75890 0.15080 -4.45652 -1.9 -1.7 2.3 -0.1985
C 1.72279 -0.37570 -3.68288 -0.4 2.4 -1.0 0.4307
O 0.59280 0.09338 -3.53241 2.6 -0.6 -0.5 -0.4291
C 2.11306 -1.64856 -2.91664 0.0 -0.7 -0.3 0.8374
F 1.24547 -2.60157 -3.25736 -0.1 0.2 0.4 -0.2546
F 3.32574 -2.11154 -3.20226 -0.1 0.5 0.4 -0.2588
F 2.00637 -1.39072 -1.58994 0.1 -0.3 -0.8 -0.1064
H 2.90883 0.86309 -7.16462 0.1 -0.6 0.2 0.3582
H 4.40091 1.03113 -6.21283 0.0 0.3 0.0 0.2998
H 3.39630 2.41101 -6.86928 0.4 0.3 0.6 0.4145
H 1.47485 1.47916 -5.35021 -0.1 -0.2 -0.3 0.2560
H 2.71388 2.24861 -4.46961 0.5 -0.2 0.5 0.0040
C 0.42805 -5.15534 1.45224 0.6 -1.6 0.1 -1.5803
C -0.06311 -3.94815 2.21202 0.1 -1.9 -0.3 0.6705
O -1.47535 -4.16894 2.48107 -1.4 1.0 0.0 -0.0471
C -1.93311 -4.90014 3.50663 4.0 -1.1 1.9 0.3398
O -1.16803 -5.54078 4.24449 -2.6 1.7 -1.7 -0.5524
C -3.48323 -4.90514 3.70641 1.1 -1.2 -0.5 0.7781
F -3.79631 -6.23614 3.63934 -0.4 1.6 0.2 -0.2486
F -3.85303 -4.39812 4.89819 0.2 -0.4 -1.2 -0.2263
F -4.07096 -4.24660 2.69353 -0.3 -0.3 0.8 -0.1759
H 1.44849 -5.05380 1.08278 -0.1 0.5 -0.4 0.3975
H -0.25082 -5.52797 0.68517 0.0 0.7 -0.4 0.3393
H 0.53276 -6.06626 2.04162 -0.2 0.2 0.8 0.4550
H 0.05288 -3.11579 1.51789 -0.6 0.3 0.6 -0.5357
H 0.52142 -3.84436 3.12617 -0.3 0.3 0.1 0.4006
C 3.97379 -0.32119 0.41221 0.2 -0.2 0.0 -0.5147
C 5.21900 0.56028 0.49429 -1.6 0.9 0.3 -0.6502
O 6.10241 0.42112 -0.61730 0.2 -0.1 -3.1 -0.2371
C 5.71508 0.81976 -1.85765 -2.5 1.6 1.9 0.3185
O 4.66094 1.46485 -2.10294 3.0 -1.9 0.4 -0.6890
C 6.71485 0.47891 -2.99769 0.9 -2.7 0.5 0.7226
F 7.67703 -0.30985 -2.52152 0.6 0.4 1.0 -0.2555
F 6.17709 -0.29996 -3.93385 -1.5 0.6 -0.4 -0.2133
F 7.26100 1.50744 -3.56113 0.0 1.5 -0.2 -0.2374
H 3.41427 -0.26742 1.34610 0.3 0.0 0.0 0.2919
H 4.24270 -1.36346 0.24056 0.1 0.0 0.0 0.4192
H 3.26562 -0.02483 -0.36159 0.3 0.2 0.0 -0.0064
H 5.76667 0.42316 1.42668 0.4 -0.5 -0.5 0.4243
H 4.92139 1.60862 0.51696 -0.1 0.2 0.0 0.3461
C -3.46412 -2.76056 -0.62126 0.0 -0.2 -0.3 -0.7138
C -2.15020 -2.90797 -1.39975 -0.8 1.1 1.5 0.4092
O -2.22663 -3.96246 -2.33462 0.5 -0.4 -1.0 -0.3087
C -2.64340 -3.71996 -3.59578 -0.2 0.4 1.2 0.3950
O -3.02767 -2.66956 -4.01270 0.2 0.0 -0.2 -0.5223
C -2.64873 -5.01924 -4.42687 1.2 0.1 -0.6 0.8250
F -1.50703 -4.93484 -5.29579 -2.4 -0.6 1.6 -0.2558
F -2.58444 -6.08932 -3.64395 0.7 0.1 -0.5 -0.2179
F -3.77455 -5.12360 -5.12162 0.7 0.3 -0.3 -0.2232
H -3.53847 -3.63002 0.03190 -0.3 0.1 0.1 0.2680
H -4.36122 -2.70256 -1.23768 0.1 0.0 -0.2 0.4782
H -3.42920 -1.85973 -0.00858 0.1 0.0 0.1 -0.1355
H -1.44760 -3.13382 -0.59761 0.4 -0.8 -0.6 -0.1628
H -1.79855 -1.94176 -1.76154 -0.2 -0.2 -0.9 0.0962
Cl -0.46414 0.80464 6.70087 0.0 0.2 -0.2 -0.1623
C -1.60052 0.57291 5.34970 -0.1 -0.7 0.1 0.0398
C -2.06072 -0.91350 5.29069 0.1 0.5 -0.2 -0.3561
Cl -0.68425 -2.03804 5.03600 0.1 0.3 -0.4 -0.1721
H -1.15842 0.88126 4.40230 0.6 -0.5 0.0 -0.2604
H -2.37530 1.33531 5.43081 -0.5 -0.6 0.6 0.3675
H -2.75189 -1.00996 4.45339 0.1 -0.2 0.0 0.0442
H -2.49242 -1.36741 6.18271 -0.3 0.9 0.1 0.4979
Cl -7.46680 1.21068 0.59996 0.8 0.0 0.7 -0.1801
C -6.31628 1.39998 1.99168 -0.1 0.9 -0.1 -0.4950
C -4.85488 1.28190 1.55764 -0.8 -0.6 0.6 -0.2728
Cl -3.83415 1.47122 3.03458 0.0 0.2 0.0 -0.1539
H -6.60593 0.74120 2.81035 0.2 -0.3 -0.4 0.3616
H -6.42701 2.41177 2.38171 -0.4 0.0 -0.1 0.3045
H -4.57192 2.10289 0.89885 -0.1 -0.5 -0.3 0.3041
H -4.67386 0.26522 1.20878 0.3 0.4 -0.4 0.0882
Cl 0.10976 3.89975 4.92812 -0.6 0.1 -0.4 -0.1890
C 1.71986 3.28700 4.51327 0.8 -0.2 0.4 -0.5623
C 1.68707 2.08412 3.57041 -0.5 0.9 -0.1 0.3234
Cl 3.30037 1.75381 2.97227 1.1 -0.1 0.2 -0.1914
H 2.17012 3.11392 5.49072 0.1 -0.4 -0.2 0.3619
H 2.30002 4.08224 4.04520 -0.2 0.1 0.0 0.3797
H 1.20646 2.42535 2.65353 -0.7 -0.4 0.3 -0.3299
H 1.28701 1.15711 3.98113 -0.2 0.3 0.0 0.1808
```
Positions in Å, forces in eV/Å.

Values from the calculation:
Orbital gap (alpha / beta)   5.21 / 7.25 eV
Multiplicity   2
Total charge   +2

[2]
C5H8O in the gas phase, computed with ωB97M-V with the def2-TZVPD basis set.

```
14
Properties=species:S:1:pos:R:3:forces:R:3:nbo_charge:R:1
C -0.27285 0.72205 1.21830 0.1 0.0 -0.1 -0.3038
C 1.00348 0.94647 0.91289 -0.2 0.0 0.2 0.1276
O 1.59903 0.51423 -0.23408 0.0 0.0 0.0 -0.5081
C 0.99825 -0.66766 -0.75111 -0.1 -0.2 -0.1 -0.0658
C -0.50544 -0.53303 -0.97326 0.0 0.0 -0.1 -0.4281
C -1.22719 0.08137 0.24654 0.0 0.0 0.0 -0.4366
H -0.65357 1.06889 2.17452 0.1 0.0 -0.2 0.2154
H 1.69462 1.48830 1.55319 -0.1 -0.1 -0.1 0.1887
H 1.51492 -0.87408 -1.69196 -0.1 0.0 0.1 0.1942
H 1.20574 -1.48679 -0.04819 0.0 0.1 0.0 0.1698
H -0.68251 0.07787 -1.86382 0.1 0.0 0.1 0.2061
H -0.90332 -1.53173 -1.18945 0.1 0.2 0.0 0.2131
H -1.91959 0.85588 -0.10938 0.0 -0.1 0.1 0.2171
H -1.85158 -0.66178 0.75580 0.1 0.1 0.0 0.2103
```
Positions in Å, forces in eV/Å.

Values from the calculation:
Orbital gap   9.70 eV
SMILES   C1=COCCC1

[3]
2 unconnected molecules or ions with the total composition C9H13NO2 at a distorted geometry, computed with ωB97M-V with the def2-TZVPD basis set.

```
25
Properties=species:S:1:pos:R:3:forces:R:3:nbo_charge:R:1
C 1.22795 -2.60384 -2.62455 -0.6 1.0 -1.3 -0.6319
C 1.13699 -1.24515 -1.94123 -1.1 0.1 0.7 -0.0499
C 0.59311 -1.16763 -0.66235 0.7 5.2 -2.0 -0.2027
C 0.27627 0.15540 -0.10579 0.6 -0.2 -2.4 -0.3174
C 0.25719 1.29308 -0.90360 2.7 -2.5 -2.6 0.3216
O -0.00908 2.54214 -0.66321 -1.3 2.6 2.1 -0.6655
C 0.92625 1.18280 -2.20964 -0.6 1.6 2.1 -0.2358
C 1.33345 -0.00529 -2.61969 2.1 -2.4 -1.6 -0.2147
H 1.99057 -3.22197 -2.15846 -0.3 -0.4 0.1 0.2195
H 1.47833 -2.52578 -3.74857 -0.5 0.0 1.8 0.2145
H 0.16059 -2.93636 -2.50243 1.3 -0.7 -0.4 0.2242
H 0.24720 -1.88966 -0.04810 -0.4 -3.0 1.6 0.1981
H 0.19967 0.27902 0.92238 -0.7 -0.1 1.6 0.1993
H -0.44287 2.73755 0.19856 0.3 -0.5 -0.5 0.5096
H 1.37354 2.07422 -2.69948 -1.0 -0.5 0.4 0.2222
H 2.02702 -0.00279 -3.48828 -0.8 -0.3 0.3 0.2017
C -0.77143 0.68044 3.71808 -1.0 3.7 0.6 -0.7187
C -1.55349 1.16462 2.53782 -2.2 -1.9 -4.6 0.6995
N -2.10941 0.06703 1.75644 1.4 -0.9 4.7 -0.8540
O -1.74571 2.26238 2.01507 1.3 -0.4 1.8 -0.6281
H 0.14595 1.25564 3.81319 0.2 -0.2 -0.1 0.2532
H -0.66285 -0.33237 3.74194 0.6 -2.7 -0.3 0.2254
H -1.36727 0.93875 4.59221 0.0 0.1 0.3 0.2476
H -2.51080 0.17661 0.87516 -0.7 0.7 -1.3 0.4035
H -2.20115 -0.87885 2.20457 0.2 1.6 -0.9 0.3789
```
Positions in Å, forces in eV/Å.

Values from the calculation:
Orbital gap   8.50 eV
SMILES   Cc1ccc(O)cc1.CC(N)=O

[4]
C4H5NO2 in the gas phase, computed with ωB97M-V with the def2-TZVPD basis set.

```
12
Properties=species:S:1:pos:R:3:forces:R:3:nbo_charge:R:1
C -1.39294 -0.47500 -0.91805 0.0 0.0 0.0 -0.6093
C -0.27175 -0.06843 -0.00757 -0.1 0.2 -0.2 -0.2076
C 0.14883 1.20817 0.33586 -0.1 -0.2 0.1 0.2509
O 1.37046 1.18944 0.79363 0.0 0.0 -0.1 -0.4339
C 1.87970 -0.20753 0.69401 0.3 -0.2 0.1 0.7865
O 3.00324 -0.42860 1.03869 -0.4 0.1 -0.1 -0.5778
N 0.87588 -0.97270 0.20140 0.2 0.1 0.0 -0.5603
H -1.00972 -0.60291 -1.93476 -0.1 0.0 0.1 0.2330
H -1.82880 -1.42478 -0.60047 0.1 0.1 -0.1 0.2330
H -2.17740 0.28688 -0.92594 0.1 -0.1 0.0 0.2250
H -0.37588 2.15633 0.29792 0.1 -0.2 0.0 0.2123
H -0.22160 -0.66088 1.02527 0.0 0.1 0.2 0.4483
```
Positions in Å, forces in eV/Å.

Values from the calculation:
Orbital gap   8.58 eV

[5]
A molecular structure, C15H13ClN4O4 at a distorted geometry, computed with ωB97M-V with the def2-TZVPD basis set.

```
37
Properties=species:S:1:pos:R:3:forces:R:3:nbo_charge:R:1
N -7.41455 0.48420 -0.18980 0.4 3.8 0.6 -0.8884
C -7.21382 -0.88576 -0.26733 -0.6 5.9 0.3 0.7770
O -8.14194 -1.52095 -0.51455 -5.3 -4.4 -1.6 -0.6069
N -6.06564 -1.43507 0.00212 0.2 -5.1 0.7 -0.5992
C -4.84523 -0.99071 -0.03034 4.4 5.0 1.8 0.2218
C -3.95341 -1.52978 0.95944 0.7 -1.0 -0.8 -0.2629
C -2.73019 -1.02696 1.19886 0.4 5.7 -5.6 -0.1064
C -2.33535 0.30526 0.24746 -0.8 -4.7 2.9 -0.1848
C -3.32029 0.91893 -0.53861 4.7 1.0 0.9 -0.1580
C -4.48998 0.30573 -0.57974 -6.3 -0.5 -2.5 -0.2807
H -5.29877 1.00483 -1.22382 1.9 -2.7 1.7 0.2334
H -3.10979 1.88305 -1.09024 -0.2 -1.4 0.8 0.2562
C -0.93680 0.65051 0.41973 -0.1 5.2 0.7 0.7731
O -0.05052 0.40219 1.20764 -1.2 -1.7 -0.8 -0.5826
O -0.79770 1.99716 -0.22417 0.0 -2.3 1.9 -0.5515
C 0.45519 2.50049 0.12877 1.3 -0.4 -8.9 -0.1507
C 1.57192 1.33068 -0.45889 -1.3 7.0 4.9 0.7273
O 1.28008 0.79198 -1.42431 -0.6 -3.6 -4.1 -0.5561
N 2.78075 1.54058 0.16534 -2.7 1.9 3.0 -0.6268
C 3.75148 0.65893 0.15956 -3.9 -3.3 -12.8 0.4360
N 4.67971 0.78936 0.86900 1.3 4.8 8.5 -0.5022
C 5.71322 0.17428 1.04905 7.1 -6.1 -4.0 0.1024
C 6.04205 -0.74599 -0.04867 -0.3 0.8 2.9 -0.1478
C 5.00122 -1.00617 -0.89379 -0.9 -2.0 -7.3 -0.1760
C 3.90322 -0.13746 -1.24204 10.4 1.7 13.2 -0.2023
H 3.19761 -0.40395 -1.72994 -8.6 -3.0 -6.6 0.1766
H 5.21732 -1.96670 -1.85513 -0.5 2.9 3.3 0.2041
Cl 7.55065 -1.60718 -0.18070 -0.4 0.2 0.3 0.0096
H 6.48688 0.22860 1.77534 0.1 0.9 1.2 0.1963
H 2.78262 1.94132 1.14874 -0.7 -0.1 -1.8 0.4059
H 0.74926 2.92561 0.98966 0.0 1.0 3.7 0.1715
H 0.51266 3.38680 -0.77058 0.4 -2.1 2.6 0.1870
H -1.85705 -1.33541 1.66236 0.9 -1.1 1.5 0.2347
H -4.16898 -2.48847 1.39742 -0.6 -0.2 0.3 0.2120
H -6.19002 -2.46368 0.21333 0.2 1.7 -0.4 0.4244
H -6.76009 1.24283 0.27425 -1.8 -2.6 -1.4 0.4089
H -8.37694 0.84787 -0.51919 2.4 -1.3 1.0 0.4252
```
Positions in Å, forces in eV/Å.

Values from the calculation:
Orbital gap   7.67 eV

[6]
2 unconnected molecules or ions with the total composition CH6O at a distorted geometry, computed with ωB97M-V with the def2-TZVPD basis set.

```
8
Properties=species:S:1:pos:R:3:forces:R:3:nbo_charge:R:1
C -1.33392 0.52227 0.17058 -2.0 -0.1 1.5 -0.8543
H -1.80555 -0.26237 -0.42234 0.2 0.3 -0.2 0.2274
H -0.83069 0.02095 1.00644 -0.1 0.3 -0.2 0.2058
H -2.12104 1.19896 0.58675 0.4 -0.8 -0.2 0.2124
H -0.72583 1.17342 -0.38532 1.1 0.4 -0.9 0.2107
O 1.30159 -0.63340 -0.24859 -0.8 1.9 1.4 -0.9243
H 0.89205 0.10403 0.29661 -0.1 -1.6 -1.1 0.4646
H 2.18187 -0.30136 -0.11692 1.3 -0.5 -0.4 0.4577
```
Positions in Å, forces in eV/Å.

Values from the calculation:
Orbital gap   12.42 eV
SMILES   C.O